[1]
{"formula": "C13H33FNO10PS3", "method": "ωB97M-V/def2-TZVPD", "elements": ["O", "C", "N", "P", "C", "C", "C", "F", "H", "H", "H", "H", "H", "H", "H", "H", "H", "C", "C", "O", "S", "C", "O", "O", "H", "H", "H", "H", "H", "H", "H", "H", "C", "C", "O", "S", "C", "O", "O", "H", "H", "H", "H", "H", "H", "H", "H", "C", "C", "O", "S", "C", "O", "O", "H", "H", "H", "H", "H", "H", "H", "H"], "xyz": [[-3.245, 2.972, -8.752], [-3.932, 2.007, -8.080], [-4.505, 0.910, -7.424], [-3.073, 0.115, -6.633], [-1.516, -0.603, -5.790], [-0.114, -0.373, -6.634], [-0.028, -1.261, -8.029], [-0.199, -0.269, -9.146], [-2.578, -0.126, -7.976], [-2.809, 1.378, -5.930], [-3.950, -0.845, -5.965], [-1.375, -0.020, -4.760], [-1.627, -1.759, -5.517], [0.830, -0.645, -5.956], [-0.057, 0.781, -6.910], [0.941, -1.910, -8.124], [-1.025, -1.918, -8.046], [1.416, 2.095, 0.490], [1.144, 0.678, 0.022], [-0.247, 0.399, -0.020], [-1.129, 1.040, -1.231], [-2.612, 0.098, -0.958], [-0.556, 0.637, -2.497], [-1.414, 2.423, -0.922], [1.053, 2.829, -0.235], [2.489, 2.259, 0.624], [0.906, 2.294, 1.438], [1.606, 0.486, -0.954], [1.590, -0.026, 0.732], [-2.404, -0.955, -1.150], [-3.375, 0.463, -1.649], [-2.941, 0.249, 0.073], [-2.223, -1.276, 2.863], [-0.772, -1.573, 2.534], [-0.245, -2.592, 3.369], [-0.693, -4.133, 3.088], [0.497, -4.915, 4.151], [-0.378, -4.473, 1.717], [-2.006, -4.349, 3.651], [-2.866, -2.129, 2.625], [-2.582, -0.416, 2.290], [-2.344, -1.067, 3.930], [-0.651, -1.837, 1.477], [-0.174, -0.673, 2.711], [1.499, -4.730, 3.760], [0.290, -5.988, 4.157], [0.390, -4.510, 5.159], [4.714, 3.180, 6.134], [4.441, 1.764, 5.666], [3.051, 1.485, 5.624], [2.169, 2.126, 4.413], [0.686, 1.184, 4.687], [2.742, 1.722, 3.147], [1.884, 3.508, 4.723], [4.350, 3.915, 5.409], [5.787, 3.345, 6.268], [4.203, 3.380, 7.082], [4.904, 1.572, 4.690], [4.888, 1.060, 6.376], [0.894, 0.130, 4.494], [-0.077, 1.549, 3.995], [0.357, 1.335, 5.717]], "atomic_forces_ev_per_a": [[-5.669, -7.658, 5.501], [1.266, 0.258, -1.334], [2.937, 8.155, -4.878], [1.867, -0.377, 1.207], [1.927, -0.901, 1.230], [0.310, 0.043, 0.083], [-1.846, 1.050, 0.864], [0.696, -2.228, 1.867], [-0.121, -0.211, 0.899], [-0.187, -0.982, -0.489], [0.478, 0.906, -0.736], [-0.326, -1.349, -2.075], [0.230, 2.326, -0.649], [-2.164, 0.691, -1.404], [0.080, -2.487, 0.417], [-1.897, 1.584, -0.200], [2.427, 1.177, -0.288], [-0.125, 0.418, -0.250], [1.339, 0.506, 0.060], [-1.415, -0.032, -0.756], [-0.076, -0.169, 0.458], [0.129, -0.123, 0.130], [-0.187, 0.609, 0.874], [0.408, -0.964, -0.528], [0.044, -0.155, 0.063], [-0.186, -0.138, 0.075], [0.176, -0.075, -0.161], [-0.221, -0.004, 0.064], [-0.344, -0.068, -0.101], [0.030, 0.147, 0.035], [0.228, 0.069, 0.053], [0.083, 0.024, -0.185], [-0.339, -0.188, 0.026], [-0.596, 0.772, -0.768], [0.227, -1.312, 0.317], [0.315, 0.067, 0.234], [0.086, 0.211, 0.039], [-0.625, 0.414, 0.924], [0.806, 0.158, -0.752], [0.110, 0.142, 0.034], [0.151, -0.019, 0.078], [0.045, 0.035, -0.146], [0.042, -0.072, 0.197], [0.114, -0.370, 0.034], [-0.175, 0.017, 0.018], [-0.110, 0.202, -0.118], [-0.034, -0.035, -0.182], [-0.098, 0.389, -0.094], [1.222, 0.408, 0.046], [-1.312, 0.008, -0.767], [-0.027, -0.223, 0.537], [0.136, -0.107, 0.164], [-0.119, 0.550, 1.000], [0.424, -0.951, -0.561], [0.081, -0.131, 0.112], [-0.094, -0.122, 0.006], [0.116, -0.092, -0.104], [-0.212, 0.012, 0.059], [-0.381, -0.065, -0.134], [0.052, 0.148, 0.082], [0.207, 0.094, 0.036], [0.095, 0.015, -0.163]], "nbo_charge": [-0.532, 0.822, -0.831, 0.874, -0.766, -0.461, 0.023, -0.404, -0.009, -0.024, 0.010, 0.251, 0.210, 0.227, 0.236, 0.199, 0.173, -0.633, -0.083, -0.723, 2.351, -0.878, -0.931, -0.915, 0.222, 0.231, 0.209, 0.196, 0.197, 0.253, 0.257, 0.249, -0.643, -0.079, -0.718, 2.346, -0.878, -0.921, -0.920, 0.230, 0.210, 0.217, 0.203, 0.189, 0.252, 0.258, 0.253, -0.642, -0.079, -0.712, 2.350, -0.883, -0.934, -0.915, 0.227, 0.218, 0.218, 0.194, 0.196, 0.249, 0.254, 0.259], "spin_multiplicity": 1, "homo_ev": -9.5, "mol_weight_g_mol": 509.58, "gap_ev": 9.702, "lumo_energy_ev": 0.21, "smiles": "O=C=N[PH3]CCCF.CCOS(C)(=O)=O.CCOS(C)(=O)=O.CCOS(C)(=O)=O"}

=====

[2]
{"formula": "C13H33N10O5P", "method": "ωB97M-V/def2-TZVPD", "elements": ["C", "C", "C", "C", "C", "C", "C", "P", "C", "H", "H", "H", "H", "H", "H", "H", "H", "H", "H", "H", "H", "H", "N", "C", "N", "O", "H", "H", "H", "H", "N", "C", "N", "O", "H", "H", "H", "H", "N", "C", "N", "O", "H", "H", "H", "H", "N", "C", "N", "O", "H", "H", "H", "H", "N", "C", "N", "O", "H", "H", "H", "H"], "xyz": [[-0.359, 1.045, -0.251], [1.016, 0.549, -0.610], [1.368, -0.777, -0.451], [2.650, -1.183, -0.793], [3.576, -0.263, -1.277], [3.251, 1.073, -1.443], [4.298, 2.042, -1.955], [3.466, 3.382, -3.031], [1.955, 1.461, -1.094], [-0.986, 1.143, -1.139], [-0.227, 2.058, 0.137], [-0.855, 0.429, 0.492], [0.659, -1.486, -0.049], [2.916, -2.227, -0.677], [4.567, -0.627, -1.523], [5.027, 1.462, -2.524], [4.754, 2.505, -1.075], [2.669, 2.371, -3.636], [4.658, 3.773, -3.689], [3.013, 4.010, -1.835], [2.724, 4.398, -3.791], [1.641, 2.495, -1.165], [4.393, -2.586, 2.641], [5.572, -1.935, 2.396], [5.648, -1.322, 1.174], [6.480, -1.892, 3.207], [3.621, -2.608, 1.998], [4.298, -3.038, 3.530], [6.485, -0.812, 0.965], [4.908, -1.353, 0.499], [0.726, -0.671, 3.588], [0.213, -1.892, 3.234], [-0.637, -2.447, 4.131], [0.510, -2.421, 2.169], [0.500, -0.210, 4.449], [1.362, -0.236, 2.948], [-1.029, -3.338, 3.892], [-0.908, -2.026, 5.005], [-0.525, 1.795, -3.881], [-1.752, 1.359, -4.274], [-2.131, 1.710, -5.540], [-2.464, 0.693, -3.535], [0.091, 2.339, -4.456], [-0.218, 1.554, -2.956], [-3.019, 1.380, -5.867], [-1.557, 2.252, -6.156], [-6.285, 2.077, -3.766], [-6.468, 0.907, -3.070], [-5.372, 0.102, -3.010], [-7.534, 0.630, -2.547], [-5.413, 2.337, -4.184], [-7.068, 2.699, -3.830], [-5.463, -0.752, -2.494], [-4.491, 0.321, -3.448], [-4.254, -2.994, 7.151], [-3.802, -2.356, 6.033], [-4.705, -2.213, 5.023], [-2.657, -1.938, 5.939], [-5.187, -3.345, 7.248], [-3.606, -3.109, 7.908], [-4.394, -1.746, 4.191], [-5.650, -2.544, 5.073]], "atomic_forces_ev_per_a": [[0.432, 0.563, -0.119], [-0.150, 0.198, 0.048], [0.118, -0.232, -0.103], [-0.016, 0.163, -0.001], [-0.107, -0.787, -0.002], [0.019, 0.212, 0.053], [-0.661, -0.302, 0.121], [-0.294, 0.014, 0.208], [0.049, -0.189, 0.031], [-0.249, -0.239, 0.097], [-0.309, -0.011, 0.187], [-0.051, -0.094, -0.038], [0.004, -0.031, 0.044], [0.082, -0.017, -0.033], [0.064, 0.175, -0.149], [0.237, 0.179, 0.022], [0.327, 0.177, -0.207], [0.013, -0.014, -0.131], [0.111, -0.030, 0.150], [0.101, 0.194, -0.118], [0.092, 0.006, -0.134], [0.050, 0.043, 0.014], [0.048, -0.028, -0.053], [-0.118, 0.059, 0.037], [0.059, -0.081, 0.010], [0.013, -0.021, -0.010], [-0.054, 0.052, 0.031], [-0.005, 0.005, 0.012], [0.022, -0.016, 0.029], [-0.058, 0.079, 0.061], [-0.011, 0.005, -0.031], [0.052, 0.146, 0.033], [0.296, -0.053, -0.047], [0.051, -0.113, 0.000], [-0.012, -0.021, 0.016], [0.024, -0.017, -0.003], [-0.024, -0.001, -0.005], [-0.152, -0.037, -0.228], [0.116, 0.101, 0.033], [0.138, -0.003, -0.021], [-0.061, 0.036, 0.087], [-0.186, 0.043, -0.116], [-0.054, -0.011, -0.070], [0.049, -0.079, -0.030], [0.015, -0.055, -0.032], [0.024, -0.009, 0.006], [-0.040, 0.006, -0.090], [0.072, -0.021, 0.063], [-0.094, -0.015, -0.133], [-0.022, 0.012, -0.006], [0.047, 0.000, 0.068], [-0.011, -0.005, 0.016], [-0.020, -0.007, 0.002], [0.161, 0.013, 0.200], [0.013, -0.006, 0.002], [-0.023, 0.024, -0.048], [-0.007, -0.008, -0.003], [-0.117, 0.032, 0.282], [-0.008, 0.006, -0.015], [0.009, 0.008, 0.000], [0.008, 0.003, 0.001], [-0.004, 0.000, 0.011]], "nbo_charge": [-0.637, -0.003, -0.213, -0.211, -0.267, 0.088, -0.800, 0.659, -0.294, 0.222, 0.210, 0.232, 0.248, 0.213, 0.203, 0.216, 0.225, -0.045, -0.016, -0.046, -0.183, 0.200, -0.853, 0.772, -0.857, -0.667, 0.400, 0.406, 0.403, 0.393, -0.853, 0.774, -0.841, -0.706, 0.391, 0.407, 0.401, 0.425, -0.840, 0.782, -0.846, -0.690, 0.392, 0.415, 0.406, 0.392, -0.859, 0.771, -0.855, -0.673, 0.383, 0.403, 0.401, 0.418, -0.841, 0.784, -0.840, -0.701, 0.391, 0.411, 0.414, 0.391], "spin_multiplicity": 1, "homo_ev": -8.5, "mol_weight_g_mol": 440.45, "gap_ev": 8.837, "lumo_energy_ev": 0.30, "smiles": "Cc1cccc(C[PH4])c1.NC(N)=O.NC(N)=O.NC(N)=O.NC(N)=O.NC(N)=O"}

=====

[3]
{"formula": "C13H34ClN10O21", "method": "ωB97M-V/def2-TZVPD", "elements": ["O", "C", "O", "C", "N", "Cl", "C", "C", "O", "H", "H", "H", "H", "H", "H", "H", "C", "N", "O", "O", "H", "H", "H", "C", "N", "O", "O", "H", "H", "H", "C", "N", "O", "O", "H", "H", "H", "C", "N", "O", "O", "H", "H", "H", "C", "N", "O", "O", "H", "H", "H", "C", "N", "O", "O", "H", "H", "H", "C", "N", "O", "O", "H", "H", "H", "C", "N", "O", "O", "H", "H", "H", "C", "N", "O", "O", "H", "H", "H"], "xyz": [[-3.706, -1.390, -1.238], [-4.843, -1.286, -0.742], [-5.179, -2.029, 0.223], [-5.780, -0.184, -1.324], [-7.046, -0.668, -1.898], [-6.775, -1.551, -3.352], [-7.865, -1.414, -0.939], [-9.394, -1.338, -1.269], [-10.005, -0.193, -0.655], [-5.959, 0.641, -0.598], [-5.220, 0.286, -2.155], [-7.676, -1.125, 0.113], [-7.611, -2.499, -1.015], [-9.524, -1.315, -2.371], [-9.874, -2.232, -0.818], [-9.328, 0.490, -0.556], [-2.753, -0.609, 2.458], [-3.283, 0.550, 3.222], [-3.719, 0.345, 4.337], [-3.242, 1.639, 2.674], [-2.852, -1.502, 3.065], [-3.339, -0.701, 1.541], [-1.710, -0.399, 2.237], [-0.050, 1.735, 0.032], [0.186, 1.763, 1.499], [0.755, 2.733, 1.959], [-0.211, 0.809, 2.135], [0.354, 2.643, -0.404], [0.456, 0.858, -0.364], [-1.125, 1.674, -0.127], [2.926, -0.748, 2.758], [2.498, -1.017, 1.364], [2.068, -2.121, 1.106], [2.607, -0.101, 0.565], [2.770, -1.646, 3.349], [3.987, -0.484, 2.726], [2.319, 0.073, 3.135], [-0.952, 4.784, 4.035], [-0.899, 6.071, 4.781], [-1.839, 6.345, 5.500], [0.089, 6.761, 4.617], [-1.882, 4.278, 4.276], [-0.904, 5.017, 2.975], [-0.098, 4.189, 4.345], [7.788, -1.827, 1.935], [6.582, -1.342, 2.653], [5.630, -0.991, 1.978], [6.626, -1.330, 3.865], [7.599, -1.780, 0.870], [8.618, -1.180, 2.209], [7.966, -2.851, 2.252], [3.941, -5.057, 0.478], [5.241, -5.044, -0.247], [5.384, -5.828, -1.161], [6.075, -4.242, 0.132], [3.304, -5.815, 0.035], [4.149, -5.287, 1.520], [3.496, -4.069, 0.375], [7.108, -0.582, -2.220], [8.171, 0.239, -1.581], [8.158, 0.327, -0.366], [8.979, 0.763, -2.316], [6.465, -0.985, -1.443], [6.547, 0.068, -2.887], [7.599, -1.382, -2.769], [-4.905, 3.267, -5.103], [-5.265, 1.936, -4.544], [-4.359, 1.239, -4.139], [-6.445, 1.650, -4.540], [-3.828, 3.389, -5.045], [-5.242, 3.292, -6.136], [-5.412, 4.021, -4.506], [2.806, 0.307, -2.615], [4.108, 0.343, -3.333], [4.271, -0.438, -4.248], [4.929, 1.158, -2.952], [2.184, -0.462, -3.063], [3.010, 0.078, -1.569], [2.347, 1.287, -2.720]], "atomic_forces_ev_per_a": [[0.463, 1.029, -1.037], [1.155, -1.204, 1.155], [-1.486, 0.892, -0.016], [0.902, 0.119, -0.785], [-0.359, 1.192, 1.285], [-0.037, -0.233, 0.162], [-1.061, -1.805, -0.743], [1.072, 0.234, 0.531], [0.018, -0.015, -0.165], [-0.333, -0.759, -0.161], [-0.300, -0.329, 0.459], [0.125, 0.126, -0.712], [0.082, 0.623, 0.348], [-0.057, -0.113, 0.575], [0.107, 0.509, -0.425], [-0.113, -0.205, -0.191], [-0.116, -0.348, -0.180], [0.098, -0.305, -0.096], [0.023, 0.296, -0.065], [0.005, 0.006, 0.200], [-0.146, 0.106, 0.027], [0.027, -0.065, 0.005], [-0.411, -0.071, -0.050], [-0.091, 0.128, -0.273], [0.020, 0.182, -0.396], [-0.077, -0.139, 0.208], [0.664, 0.299, 0.142], [0.025, 0.000, 0.160], [-0.142, -0.076, 0.103], [0.028, -0.182, 0.059], [-0.030, 0.231, 0.395], [-0.028, -0.084, 0.362], [0.137, 0.132, -0.257], [-0.070, -0.155, 0.053], [-0.063, -0.009, -0.133], [-0.638, 0.030, 0.050], [-0.014, 0.002, -0.118], [-0.216, -0.222, 0.025], [-0.081, -0.087, -0.015], [0.166, 0.099, -0.033], [-0.121, -0.003, 0.067], [0.023, 0.082, 0.021], [0.156, -0.011, 0.051], [0.055, 0.086, -0.140], [0.123, -0.162, -0.277], [0.174, -0.081, -0.179], [0.617, -0.109, -0.007], [-0.166, 0.070, -0.110], [-0.060, 0.054, 0.088], [-0.054, -0.036, 0.078], [0.002, 0.075, 0.109], [-0.211, -0.066, -0.035], [-0.149, -0.104, -0.010], [0.135, 0.147, 0.077], [0.013, -0.041, -0.051], [0.103, 0.023, -0.045], [0.031, 0.139, -0.019], [0.065, 0.001, 0.119], [-0.018, -0.293, -0.025], [-0.157, -0.107, -0.037], [0.170, 0.092, -0.084], [-0.025, -0.012, 0.176], [0.084, 0.073, 0.042], [0.338, -0.138, 0.020], [0.040, 0.094, -0.029], [0.196, 0.160, -0.030], [-0.001, -0.091, 0.021], [-0.089, 0.070, -0.109], [0.167, 0.091, -0.017], [-0.048, -0.087, 0.035], [-0.107, 0.027, 0.080], [-0.087, -0.049, -0.089], [-0.160, -0.170, 0.058], [-0.358, 0.020, -0.061], [0.236, 0.100, 0.111], [-0.363, 0.129, -0.175], [0.100, 0.026, -0.051], [-0.014, 0.150, -0.112], [0.113, 0.020, 0.085]], "mulliken_charge": [-0.748, 0.740, -0.752, -0.113, 0.028, -0.140, -0.828, -0.225, -0.544, 0.288, -0.239, 0.434, 0.352, 0.210, 0.280, 0.315, -0.131, 0.994, -0.595, -0.575, 0.297, 0.054, 0.044, -0.838, 1.019, -0.588, -0.634, 0.326, 0.221, 0.381, -0.725, 1.036, -0.624, -0.597, 0.340, 0.357, 0.209, -0.676, 0.880, -0.530, -0.544, 0.330, 0.257, 0.277, -0.635, 0.994, -0.599, -0.576, 0.126, 0.320, 0.277, -0.595, 0.890, -0.527, -0.524, 0.316, 0.271, 0.173, -0.679, 0.953, -0.537, -0.569, 0.201, 0.330, 0.325, -0.748, 0.815, -0.502, -0.461, 0.306, 0.280, 0.288, -0.582, 0.945, -0.528, -0.581, 0.353, 0.167, 0.292], "spin_multiplicity": 1, "homo_ev": -4.6, "mol_weight_g_mol": 701.92, "total_charge": -1, "gap_ev": 5.658, "lumo_energy_ev": 1.08}